Record 1
Here is a molecular structure, C8H9AlI2IrNO7S from OMol25. Energies are from ωB97M-V with the def2-TZVPD basis set.

Last column: Mulliken charge in e.
Positions of all 30 atoms, in Å:
I  2.14705  -2.86040  0.47521  0.4707
I  4.17230  -1.40706  -0.55996  0.7307
Al  0.70058  2.11675  -0.02167  -0.0780
Ir  -0.10962  -1.39429  -0.16612  0.6773
S  0.63016  0.34876  -1.53891  0.4451
C  -0.47825  -2.97275  -1.07333  0.6615
C  -1.32716  -1.65155  1.31964  0.5195
C  0.37250  0.26119  -3.30230  0.9004
C  1.21265  1.36730  -3.94635  -1.4933
C  -1.09069  0.40891  -3.71109  -1.3709
C  0.93868  -1.10348  -3.68380  -1.2354
C  -0.75081  1.79303  1.36202  0.6449
C  -1.31084  2.62044  -0.81241  0.5043
O  -2.10119  -1.75765  2.18113  -0.1846
O  -0.70148  -4.00669  -1.56749  -0.2161
O  -1.81256  1.40800  1.64694  -0.2106
O  -2.44080  2.70236  -1.03508  -0.0751
H  1.18526  1.19770  -5.03561  0.4837
H  2.23630  1.29906  -3.55904  0.4537
H  0.80122  2.36314  -3.72739  0.4389
H  -1.11595  0.34648  -4.81468  0.4575
H  -1.46782  1.38060  -3.37565  0.4244
H  -1.70522  -0.39989  -3.29781  0.3845
H  0.95903  -1.17540  -4.78169  0.5351
H  0.34188  -1.91135  -3.24338  0.2009
H  1.95156  -1.15653  -3.26732  0.2863
O  0.61442  1.56896  2.65552  -0.3691
N  0.64433  0.37915  2.25985  0.7776
O  0.44804  -0.62842  2.91534  -0.3441
O  0.54803  0.36322  0.86996  -0.4196

orbital gap (spin up / spin down)	4.78 / 5.89	eV
net charge	+4
energy	-60679.54429	eV
2S+1	5



Record 2
Here is a single C4H7NO4 molecule from OMol25. Energies are from ωB97M-V with the def2-TZVPD basis set.

Last column: Mulliken charge in e.
Positions of all 16 atoms, in Å:
C  -0.47451  -0.96756  1.02412  -0.5690
C  -0.35246  -0.86010  -1.55962  -0.9783
N  -0.23062  -0.23548  -0.25564  0.0806
C  -0.08637  1.25567  -0.14179  0.6920
C  0.98365  -0.76530  0.95713  0.7889
O  -1.14796  1.73247  0.59374  -0.4896
O  1.10652  0.88321  1.40535  -0.6212
O  0.36193  1.89105  -1.08499  -0.6253
O  1.99455  -1.35297  0.70539  -0.5679
H  -1.21766  2.66607  0.33995  0.3469
H  1.97802  1.15964  1.07414  0.3400
H  -1.03122  -0.38939  1.75573  0.2448
H  -0.78205  -1.99955  0.86683  0.3298
H  0.44318  -0.46398  -2.19091  0.3266
H  -0.22270  -1.94144  -1.49312  0.3735
H  -1.32231  -0.61233  -1.99630  0.3285

relative energy (zero: lowest compared OMol25 entry of this formula, charge and spin)	3.294	eV
orbital gap	10.24	eV
energy	-13939.34354	eV
SMILES	C[N@@+]1(C(=O)O)C[C@]1([O-])O



Record 3
Here is a molecular structure, C23H30BF3NNaO5Si from OMol25. Energies are from ωB97M-V with the def2-TZVPD basis set.

Last column: Mulliken charge in e.
Positions of all 65 atoms, in Å:
Na  0.39920  -0.29337  -0.07280  0.6992
C  3.01014  -1.22106  -1.59191  -0.7646
Si  1.88894  -1.45475  -3.07540  -0.0235
C  1.69453  -3.31556  -3.38234  -1.0662
C  2.81641  -0.75589  -4.58423  -1.0919
N  0.44354  -0.66062  -2.67306  0.1901
C  -0.65540  -0.58139  -3.42524  0.1289
C  -0.81023  -1.02353  -4.77031  -0.0760
C  -2.00376  -0.92562  -5.46687  -0.8841
C  -3.14033  -0.38644  -4.88179  -0.6494
C  -3.04185  0.06469  -3.56315  -0.4031
C  -1.84784  -0.00639  -2.88452  0.1342
O  -1.74898  0.37811  -1.55510  0.0082
C  -2.34854  1.50322  -1.08644  0.5585
C  -2.63267  1.51767  0.27886  -0.6585
C  -3.17732  2.65692  0.84650  -0.4802
C  -3.45159  3.77865  0.07287  -0.5227
C  -3.15980  3.75281  -1.28318  -0.5453
C  -2.60685  2.62474  -1.87211  -0.1875
H  4.01028  -1.65129  -1.68908  0.3784
H  2.55010  -1.68052  -0.71225  0.1808
H  3.11111  -0.15286  -1.39198  -0.0200
H  2.66831  -3.79996  -3.50862  0.3124
H  1.09788  -3.51636  -4.27552  0.3297
H  1.18770  -3.78048  -2.53405  0.2888
H  3.78073  -1.25958  -4.71329  0.3233
H  3.00836  0.30878  -4.43345  0.2847
H  2.25445  -0.86822  -5.51361  0.3288
H  0.04717  -1.46301  -5.26749  0.1620
H  -2.04135  -1.28595  -6.49114  0.3412
H  -4.07867  -0.32119  -5.41830  0.3326
H  -3.90298  0.48062  -3.05188  0.4380
H  -2.38934  0.63867  0.86843  0.4031
H  -3.37878  2.66428  1.91108  0.4065
H  -3.87418  4.66770  0.52541  0.3505
H  -3.35031  4.62686  -1.89606  0.3203
H  -2.36560  2.60330  -2.92581  0.4733
F  2.81198  4.13400  0.18748  -0.3178
C  3.13059  2.81775  0.16818  0.6859
F  2.82000  2.37484  -1.05960  -0.1924
F  4.48056  2.76065  0.26185  -0.3140
C  2.42699  2.03521  1.33801  0.2175
O  2.77735  2.41387  2.45728  -0.6995
O  1.62674  1.15358  0.98144  -0.4237
C  1.94800  -0.88289  4.26879  -1.7854
C  0.58565  -1.46993  3.93195  2.1004
C  0.42117  -2.83013  4.61058  -2.2859
O  0.52892  -1.69994  2.51484  -0.2735
B  -0.71146  -1.28326  1.96362  -0.6308
O  -1.46693  -0.76672  3.05713  -0.4735
C  -0.61130  -0.51296  4.17895  1.9459
C  -1.39440  -0.78449  5.45694  -2.0562
C  -0.21460  0.96207  4.13187  -1.6832
H  2.72164  -1.61449  4.02494  0.4628
H  2.02640  -0.64734  5.33619  0.2969
H  2.14259  0.02114  3.69340  0.2441
H  1.21551  -3.49055  4.25891  0.4950
H  -0.53535  -3.27693  4.33769  0.4044
H  0.48506  -2.76085  5.70126  0.3380
H  -1.80390  -1.79344  5.47210  0.3433
H  -2.22549  -0.07949  5.52218  0.4816
H  -0.76283  -0.64665  6.34116  0.3143
H  0.33808  1.19070  3.22056  0.0151
H  0.40434  1.25188  4.98554  0.2917
H  -1.12779  1.56139  4.14459  0.4983

relative energy (zero: lowest compared OMol25 entry of this formula, charge and spin)	0.228	eV
orbital gap	4.44	eV
net charge	-2
energy	-57194.04990	eV



Record 4
Here is a single C6H10O molecule from OMol25. Energies are from ωB97M-V with the def2-TZVPD basis set.

Last column: Mulliken charge in e.
Positions of all 17 atoms, in Å:
C  1.51644  1.98171  -0.46755  -1.1016
C  0.51685  0.89237  0.03165  0.7466
C  0.47821  -0.33225  -0.59604  -0.6484
C  -0.66741  -1.27575  -0.26185  -0.3385
C  -0.56099  -2.59026  -0.44208  0.1365
O  -1.59498  -3.41969  -0.23350  -0.5163
C  -0.31453  1.33144  1.31580  -1.1612
H  1.29263  2.03807  -1.62244  0.2472
H  2.49330  1.46467  -0.57843  0.3134
H  1.39350  2.98220  0.06201  0.3042
H  0.83725  -0.59637  -1.54228  0.3515
H  -1.65626  -0.78540  0.11291  0.1507
H  0.43558  -2.96185  -0.79263  0.3084
H  -2.43774  -3.02610  0.02314  0.3078
H  -1.17516  2.01960  1.07388  0.2980
H  -0.84984  0.39859  1.76172  0.2808
H  0.29316  1.87902  2.15569  0.3209

relative energy (zero: lowest compared OMol25 entry of this formula, charge and spin)	2.257	eV
orbital gap	8.83	eV
energy	-8428.98350	eV
SMILES	CC(C)=C/C=C/O